Record 1
The following is a quantum chemistry calculation of a cluster of 2 separate species, C6H14N2O2 in total in a non-equilibrium geometry, from the OMol25 dataset.

```
24
Properties=species:S:1:pos:R:3
C -0.776 1.609 1.031
N -0.752 0.952 -0.217
C -1.703 1.053 -1.239
C -1.616 -0.073 -2.294
O -2.541 1.919 -1.199
H -0.655 2.694 1.191
H -1.758 1.578 1.582
H -0.151 1.275 1.875
H 0.024 0.316 -0.420
H -2.539 -0.525 -2.591
H -1.045 0.428 -3.142
H -0.866 -0.780 -1.898
C 2.630 0.231 -0.204
N 2.167 -0.605 0.949
C 1.089 -1.435 0.832
C 0.579 -1.989 2.150
O 0.519 -1.669 -0.214
H 1.831 0.942 -0.466
H 3.426 0.810 0.229
H 2.945 -0.483 -0.961
H 2.725 -0.576 1.810
H -0.473 -2.115 1.952
H 0.890 -3.018 2.417
H 0.759 -1.472 3.050
```

Calculated values
Molar mass ... 146.2 u
Frontier orbital gap ... 9.70 eV
HOMO energy ... -9.120 eV
SMILES string ... CNC(C)=O.CNC(C)=O
2S+1 ... 1
Total charge ... 0
Relative energy (zero: lowest compared OMol25 entry of this formula, charge and spin) ... 155.4 kJ/mol

---

Record 2
The following is a quantum chemistry calculation of a cluster of 2 separate species, C6H14N2O2 in total in a non-equilibrium geometry, from the OMol25 dataset.

```
24
Properties=species:S:1:pos:R:3
C -2.619 0.823 -1.118
N -1.586 1.059 -0.229
C -0.665 2.126 -0.562
C 0.392 2.431 0.546
O -0.829 2.649 -1.640
H -3.419 0.137 -0.598
H -3.167 1.811 -1.352
H -2.246 0.438 -2.022
H -1.635 0.562 0.568
H 0.122 2.123 1.621
H 1.371 2.054 0.189
H 0.486 3.480 0.697
C -0.143 -1.912 1.680
N 0.702 -1.450 0.609
C 2.027 -1.900 0.309
C 2.191 -1.419 -1.108
O 2.811 -2.413 1.136
H -0.036 -1.240 2.526
H -1.129 -1.887 1.346
H 0.177 -2.898 2.036
H 0.329 -0.647 0.076
H 3.201 -1.440 -1.642
H 1.590 -2.077 -1.790
H 2.074 -0.410 -1.278
```

Calculated values
Molar mass ... 146.2 u
Frontier orbital gap ... 10.06 eV
HOMO energy ... -9.526 eV
SMILES string ... CNC(C)=O.CNC(C)=O
2S+1 ... 1
Total charge ... 0
Relative energy (zero: lowest compared OMol25 entry of this formula, charge and spin) ... 240.0 kJ/mol

---

Record 3
The following is a quantum chemistry calculation of a cluster of 2 separate species, C6H14N2O2 in total in a non-equilibrium geometry, from the OMol25 dataset.

```
24
Properties=species:S:1:pos:R:3
C 1.331 2.074 1.844
C 1.578 1.187 -1.817
C 0.856 1.919 0.440
O 0.039 2.625 -0.105
N 1.642 1.116 -0.393
H 1.012 1.125 2.310
H 2.241 0.359 -0.058
H 0.591 1.009 -2.255
H 2.381 2.204 2.118
H 0.878 2.888 2.397
H 1.712 2.221 -2.202
H 2.445 0.684 -2.220
C -2.107 -2.026 -1.728
C -0.696 -1.204 1.746
C -1.117 -1.974 0.520
O -1.135 -3.186 0.503
N -1.736 -1.256 -0.500
H -1.747 -0.256 -0.665
H -2.387 -3.011 -1.375
H -2.890 -1.534 -2.276
H -0.848 -0.147 1.475
H -1.155 -2.150 -2.249
H -1.277 -1.426 2.630
H 0.387 -1.240 1.858
```

Calculated values
⟨S²⟩ ... 0.76
Molar mass ... 146.2 u
Frontier orbital gap (alpha / beta) ... 10.51 / 3.23 eV
HOMO energy (alpha / beta) ... -13.745 / -12.616 eV
2S+1 ... 2
Total charge ... +1
Relative energy (zero: lowest compared OMol25 entry of this formula, charge and spin) ... 210.3 kJ/mol

---

Record 4
The following is a quantum chemistry calculation of a cluster of 2 separate species, C6H14N2O2 in total in a non-equilibrium geometry, from the OMol25 dataset.

```
24
Properties=species:S:1:pos:R:3
C -0.022 1.487 2.007
C -2.800 0.818 -0.484
C -1.325 0.958 1.538
O -2.007 0.281 2.243
N -1.578 1.146 0.195
H 0.862 1.530 1.272
H -0.815 1.472 -0.417
H -3.438 1.680 -0.799
H -0.121 2.451 2.454
H 0.260 0.930 3.128
H -2.637 0.273 -1.558
H -3.519 0.156 0.095
C 0.447 -2.521 -1.301
C 2.077 0.890 -0.861
C 1.966 -0.638 -1.014
O 2.841 -1.480 -0.790
N 0.645 -1.103 -1.269
H -0.134 -0.420 -1.063
H 0.027 -2.822 -0.252
H 2.625 1.203 0.052
H -0.315 -2.681 -2.136
H 1.395 -3.022 -1.557
H 2.623 1.356 -1.672
H 0.989 1.223 -0.965
```

Calculated values
⟨S²⟩ ... 0.78
Molar mass ... 146.2 u
Frontier orbital gap (alpha / beta) ... 9.24 / 4.18 eV
HOMO energy (alpha / beta) ... -13.310 / -13.270 eV
2S+1 ... 2
Total charge ... +1
Relative energy (zero: lowest compared OMol25 entry of this formula, charge and spin) ... 279.5 kJ/mol

---

Record 5
The following is a quantum chemistry calculation of a cluster of 2 separate species, C6H14N2O4Si in total in a non-equilibrium geometry, from the OMol25 dataset.

```
27
Properties=species:S:1:pos:R:3
C 2.914 -0.535 1.597
Si 1.537 0.600 0.720
C 2.014 2.455 0.838
C 1.171 0.166 -1.098
N 0.147 0.269 1.633
C -0.582 -0.124 2.492
O -1.093 -0.434 3.468
H 2.768 -1.561 1.157
H 3.922 -0.140 1.337
H 2.845 -0.427 2.656
H 1.564 2.781 1.904
H 2.953 2.967 0.847
H 1.310 2.948 0.128
H 0.303 -0.585 -1.336
H 0.865 1.142 -1.441
H 1.907 -0.143 -1.804
C -3.913 -0.344 0.897
C -3.674 0.643 -0.156
O -2.453 1.293 -0.247
N -2.008 2.145 0.817
O -2.610 2.009 1.874
O -1.171 2.952 0.487
H -4.959 -0.663 0.713
H -3.279 -1.196 0.743
H -3.782 -0.033 1.838
H -4.530 1.417 -0.139
H -3.767 0.265 -1.196
```

Calculated values
Molar mass ... 206.3 u
Frontier orbital gap ... 9.91 eV
HOMO energy ... -9.855 eV
SMILES string ... C[Si](C)(C)N=C=O.CCO[N+](=O)[O-]
2S+1 ... 1
Total charge ... 0
Relative energy (zero: lowest compared OMol25 entry of this formula, charge and spin) ... 416.9 kJ/mol

---

Record 6
The following is a quantum chemistry calculation of the ion C6H14N3 with charge +1 in a non-equilibrium geometry, from the OMol25 dataset.

```
23
Properties=species:S:1:pos:R:3
C 0.182 2.897 -0.303
C 0.345 1.483 0.032
C 0.169 0.209 -1.055
N 0.246 0.195 -2.362
N 0.230 -1.019 -0.283
C -0.387 -2.154 -0.859
C -0.368 -0.466 1.279
N -0.180 -1.564 2.113
C 0.415 0.757 1.334
H 1.160 3.391 -0.592
H -0.297 3.404 0.598
H -0.531 2.985 -1.171
H -0.430 -0.462 -2.673
H 0.260 1.195 -2.795
H 1.173 -1.274 -0.056
H -1.499 -2.053 -1.003
H -0.064 -2.459 -1.917
H -0.251 -2.994 -0.135
H -1.545 -0.404 1.150
H -1.028 -1.952 2.500
H 0.752 -1.688 2.564
H 1.439 0.513 1.472
H 0.207 1.460 2.162
```

Calculated values
Molar mass ... 128.2 u
Frontier orbital gap (alpha / beta) ... 8.15 / 8.15 eV
HOMO energy (alpha / beta) ... -11.059 / -11.061 eV
SMILES string ... CC1=C(N)[N@H+](C)[C@@H](N)C1
2S+1 ... 1
Total charge ... +1
Relative energy (zero: lowest compared OMol25 entry of this formula, charge and spin) ... 336.3 kJ/mol

---

Q: What is the molar mass in the second record?
A: 146.2 u